14
Properties=species:S:1:pos:R:3:forces:R:3:lowdin_charge:R:1 method="wB97M-V/def2-TZVPD" lumo_ev=0.98
C 0.9461 0.3867 1.2534 0.059 0.043 0.054 -0.06
C 0.4009 -0.4782 0.1330 0.021 0.007 0.080 -0.28
C -1.1099 -0.7170 0.1009 -0.048 -0.113 0.178 -0.12
O -1.2880 -0.2473 -1.2730 -0.096 0.113 -0.083 -0.07
C 0.2941 0.2414 -1.2367 0.100 -0.097 -0.084 -0.33
O 0.0079 1.5169 -1.2577 0.014 0.004 -0.012 -0.08
H 2.0258 0.5313 1.1497 -0.121 -0.028 0.007 0.08
H 0.7618 -0.0694 2.2315 0.007 0.036 -0.128 0.08
H 0.4731 1.3718 1.2235 0.044 -0.118 0.025 0.08
H 0.9556 -1.4182 0.0419 -0.086 0.142 -0.008 0.14
H -1.4245 -1.7593 0.1682 0.051 0.135 -0.008 0.12
H -1.6990 -0.1080 0.7942 0.100 -0.084 -0.096 0.13
H -1.1760 0.9401 -1.2360 0.034 -0.108 -0.031 0.16
H 0.8321 -0.1908 -2.0929 -0.078 0.068 0.104 0.15